Molecular formula: C5H8F3O4SSi
Method: DFT, ωB97M-V/def2-TZVPD

The geometry in XYZ format:
```
22
Properties=species:S:1:pos:R:3
C -0.160 0.012 -2.003
C -0.163 1.340 -1.181
C -0.858 -1.069 -1.300
C 0.775 1.226 -0.037
C 2.148 -0.814 1.887
O -2.361 0.839 0.559
O -2.286 0.350 2.943
O -2.521 -1.471 1.329
O 0.035 -1.384 -0.221
F 2.204 -0.381 3.142
F 3.126 -0.238 1.182
F 2.438 -2.136 1.903
Si 0.160 -0.251 0.916
S -2.014 -0.163 1.581
H -0.577 0.343 -2.916
H 0.844 -0.232 -2.169
H 0.355 1.993 -1.907
H -1.174 1.599 -0.904
H -1.759 -0.781 -0.761
H -0.930 -1.865 -2.046
H 1.758 0.923 -0.505
H 0.960 2.159 0.507
```

Values from the calculation:
HOMO-LUMO gap: 0.3274 Eh
relative energy (zero: lowest compared OMol25 entry of this formula, charge and spin): 51.50 kJ/mol
SMILES string: O=S(=O)([O-])[Si@]1(C(F)(F)F)CCCCO1
charge: -1